C13H27Cl24NO2 | ωB97M-V/def2-TZVPD

Calculated values
**DFT total energy**: -320038.6119 eV

Structure (XYZ):
```
67
Properties=species:S:1:pos:R:3:forces:R:3
C -1.396255 -0.634217 0.238003 0.3 -0.3 -1.5
N -0.010355 -0.398387 -0.336607 -0.4 0.5 2.2
O 0.152635 -0.642267 -1.506757 0.5 0.2 0.4
O 0.823055 -0.033187 0.500093 -0.1 -0.2 -1.4
H -1.702775 0.067553 1.013683 0.5 0.0 -0.2
H -1.329105 -1.666537 0.581393 -0.4 0.1 0.2
H -1.974275 -0.559657 -0.683097 -0.6 -0.2 0.5
C -2.562855 4.455433 -0.352367 -0.5 -0.5 0.5
Cl -1.015925 3.975043 0.358203 0.2 0.2 0.0
Cl -3.379235 2.995103 -0.985557 0.2 0.5 -0.4
H -3.213405 4.799683 0.451613 0.2 0.1 -0.1
H -2.409495 5.242793 -1.090367 0.0 -0.5 -0.2
C -0.693535 -4.785077 4.455203 -0.1 -0.2 0.8
Cl -0.883175 -3.059687 4.744093 0.4 0.5 -0.3
Cl -2.295595 -5.486427 4.296373 -0.3 -0.5 -0.3
H -0.086455 -5.026147 3.582593 -0.1 0.3 0.1
H -0.280115 -5.178177 5.383993 0.2 -0.1 -0.4
C 4.403295 -1.805997 -1.842687 -0.6 -0.4 0.6
Cl 5.917605 -1.011497 -2.316767 -0.2 -0.8 -0.2
Cl 2.976125 -1.649497 -2.954757 1.1 0.0 0.5
H 4.566425 -2.868887 -1.664507 0.2 0.1 -0.6
H 4.112015 -1.410077 -0.869797 -0.2 0.4 -0.4
C 0.672255 0.944623 4.096233 -0.3 -0.4 0.3
Cl -1.064045 0.973503 4.510773 0.2 0.1 -0.4
Cl 1.598415 1.472503 5.551753 -0.2 -0.3 -0.8
H 0.895735 -0.087137 3.824883 0.2 0.1 0.4
H 0.876865 1.549343 3.212743 -0.1 0.4 0.4
C -0.471015 4.352443 -4.242227 -0.2 -0.1 -0.4
Cl 0.197925 6.021693 -4.202157 -0.2 -0.9 0.0
Cl -2.264295 4.399903 -4.456487 0.9 -0.1 0.4
H -0.074335 3.763793 -5.069417 0.0 0.6 -0.2
H -0.151565 3.790603 -3.364507 -0.5 0.5 0.3
C 0.679105 -4.300047 -0.843327 -0.1 -0.8 -1.1
Cl 0.101845 -6.038427 -0.992137 0.3 1.1 0.5
Cl 2.167785 -4.097997 0.094193 -0.5 -0.1 0.1
H 0.921675 -4.060497 -1.878647 0.0 0.3 0.3
H -0.134385 -3.672727 -0.478907 0.2 -0.3 0.2
C 3.934795 3.114323 3.800183 -0.8 0.1 0.0
Cl 3.381285 4.163133 2.448523 0.4 -0.1 0.3
Cl 5.678585 3.084773 4.082023 -0.4 0.1 -0.3
H 3.452335 3.459373 4.714653 0.2 0.2 -0.3
H 3.493345 2.149943 3.548793 0.8 -0.1 0.1
C 2.714555 2.051563 -2.316087 1.1 -0.5 -0.4
Cl 1.896045 1.512663 -3.866177 0.3 0.6 1.5
Cl 4.488545 1.675423 -2.410257 -0.9 0.8 -0.2
H 2.583905 3.122193 -2.158697 0.0 -0.2 -0.4
H 2.476875 1.491243 -1.411847 -0.9 -0.1 -0.5
C -1.493555 -1.091797 -5.148927 -1.4 -0.1 0.0
Cl -1.641425 0.591803 -5.770367 0.4 -0.7 0.5
Cl -2.428795 -1.322567 -3.608877 0.7 0.2 -0.4
H -2.075595 -1.706827 -5.835267 0.5 0.1 -0.1
H -0.470055 -1.454407 -5.053647 -0.1 0.5 0.2
C -6.431865 2.087893 2.207493 -0.8 -0.6 -1.0
Cl -6.942175 1.682343 0.515893 -0.3 -0.1 0.5
Cl -5.059005 3.151333 2.041053 0.3 0.1 0.8
H -7.270185 2.556633 2.722853 0.3 0.2 -0.2
H -6.249145 1.116343 2.666613 0.6 0.4 0.1
C -5.179895 -3.890557 -1.184037 0.6 0.7 0.2
Cl -3.873935 -4.783147 -2.014317 -0.7 0.2 0.1
Cl -4.498475 -2.344007 -0.517917 -0.3 -0.5 0.0
H -5.976845 -3.553647 -1.846957 0.3 -0.5 -0.1
H -5.557525 -4.486227 -0.352967 0.2 0.1 -0.2
C 5.496895 -0.664327 1.516903 0.2 -0.4 0.3
Cl 4.047825 0.311993 1.215003 0.1 -0.1 0.0
Cl 6.567095 0.081473 2.704183 0.1 0.0 0.0
H 5.204465 -1.620737 1.950323 -0.2 0.2 -0.2
H 6.061365 -0.817667 0.597143 -0.2 0.2 0.0
```
Forces are in eV/Å.

C10H11ClN3OP | ωB97M-V/def2-TZVPD

Calculated values
**DFT total energy**: -38878.4367 eV
**SMILES string**: CCNc1cc(P(O)Cl)c2nccnc2c1

Structure (XYZ):
```
27
Properties=species:S:1:pos:R:3:forces:R:3
C 3.069671 0.575128 0.941618 -0.2 -0.2 0.0
C 3.310077 0.479527 -0.560008 -0.2 -0.1 -0.2
N 2.171628 0.915174 -1.414566 0.1 0.2 0.8
C 0.906023 0.469259 -0.960621 0.2 -0.1 -0.4
C -0.089676 1.411200 -0.600456 -0.3 -0.8 0.1
C -1.307506 0.973492 -0.136724 -0.3 0.5 -0.1
P -2.461910 2.334436 0.329333 0.5 0.5 -0.2
O -3.253085 1.770383 1.640039 -0.3 0.0 -0.2
Cl -3.894867 2.169899 -1.154414 0.0 -0.3 0.3
C -1.594196 -0.416410 -0.032800 -0.1 0.2 0.1
N -2.804923 -0.813766 0.438191 0.1 -0.1 -0.1
C -2.975062 -2.102464 0.518903 -0.2 0.2 -0.1
C -1.989815 -3.028419 0.125461 0.1 -0.5 0.0
N -0.816245 -2.696255 -0.332953 -0.2 0.4 0.1
C -0.609509 -1.349675 -0.407363 0.6 0.1 -0.2
C 0.634630 -0.874816 -0.876993 0.2 0.3 0.0
H 2.501292 1.471668 1.177736 0.0 0.2 0.1
H 4.009264 0.593192 1.485012 0.2 0.1 0.0
H 2.512747 -0.271501 1.332799 -0.2 -0.1 -0.1
H 4.162086 1.108991 -0.795598 0.1 0.1 -0.3
H 3.564397 -0.531589 -0.861677 0.2 -0.2 0.1
H 2.186108 1.926891 -1.417379 -0.1 0.0 -0.2
H 0.130886 2.465600 -0.689547 -0.1 0.2 0.1
H -2.624223 1.543819 2.333535 0.0 -0.1 0.1
H -3.924774 -2.468773 0.881675 -0.1 0.0 0.1
H -2.213751 -4.082942 0.212138 0.0 -0.2 0.0
H 1.400732 -1.572048 -1.175339 0.0 -0.3 0.0
```
Forces are in eV/Å.

C4H7NO2 | ωB97M-V/def2-TZVPD

Calculated values
**Energy above the lowest of the compared OMol25 structures with the same formula, charge and spin**: 6.793 eV

Structure (XYZ):
```
14
Properties=species:S:1:pos:R:3:forces:R:3
C -1.297358 -1.143831 -0.167288 -0.1 0.0 0.0
C -0.335593 -0.141577 0.362745 -0.2 0.3 0.2
N -0.543983 0.922323 1.018811 0.4 -0.5 -0.3
O -1.897268 1.119321 1.253367 -0.2 0.2 0.1
C 1.382245 0.066976 -1.535639 0.3 -0.1 0.1
C 1.917940 0.599567 -0.250171 0.1 0.2 0.0
O 0.985793 -0.477062 0.102832 -0.1 -0.1 0.0
H -2.303014 -0.723749 -0.184458 0.1 -0.1 0.0
H -0.983251 -1.406625 -1.180166 -0.1 0.0 0.1
H -1.293727 -2.045395 0.454555 0.0 0.1 -0.1
H -1.913765 1.976933 1.696783 0.0 -0.2 -0.1
H 2.035903 -0.785026 -1.799844 -0.1 0.1 0.0
H 2.900779 0.332969 0.146026 -0.1 0.0 -0.1
H 1.567035 1.566267 0.107144 0.0 -0.2 -0.1
```
Forces are in eV/Å.

C29H67Br2F2N7O10Y | ωB97M-V/def2-TZVPD

Calculated values
**DFT total energy**: -208632.1140 eV
**Net charge**: +1

Structure (XYZ):
```
118
Properties=species:S:1:pos:R:3:forces:R:3
Y 0.124330 1.321952 1.900316 0.9 -0.8 0.2
F 0.240020 1.155702 4.187396 -0.1 -0.3 -1.5
F 1.049320 0.742682 -0.230854 -0.3 0.4 0.7
C 1.514140 -3.262008 2.415456 0.3 -0.1 0.4
C 0.795780 -2.039418 2.852156 0.0 1.6 0.1
O 0.691300 -1.070528 2.078676 0.3 -0.1 -0.2
N 0.289430 -1.933958 4.077686 -0.1 -1.8 0.9
C 0.276720 -3.035858 5.053556 0.0 -0.4 0.6
H 2.110470 -3.739448 3.192976 -0.2 0.1 0.3
H 2.234440 -2.929318 1.668076 -0.6 -0.4 -0.5
H 0.725580 -3.963348 2.142676 0.4 -0.3 -0.7
H -0.001350 -1.004988 4.347056 -0.1 0.5 0.1
H 1.125480 -3.073578 5.736406 0.2 0.6 0.0
H 0.264270 -4.054138 4.664916 0.0 0.3 -0.9
H -0.606580 -3.053528 5.691976 -0.1 0.7 -0.1
C -1.388040 2.832982 -1.926414 -0.9 0.7 -0.3
C -2.165190 2.395052 -0.722954 0.7 0.3 1.5
O -1.533170 1.911832 0.215436 -0.3 -0.4 0.1
N -3.485600 2.634272 -0.603904 -1.4 0.4 -0.1
C -4.376630 2.205722 0.510366 1.1 -0.1 0.0
H -2.004930 3.454042 -2.575894 -0.1 -0.3 -0.4
H -0.996730 1.949752 -2.431264 0.1 0.2 0.0
H -0.587980 3.498162 -1.601534 0.2 -0.4 0.2
H -3.952100 3.148812 -1.337214 0.2 -0.2 -0.1
H -3.755210 2.073822 1.396106 0.1 -0.4 -0.1
H -4.892550 1.283042 0.244706 0.1 -0.1 0.1
H -5.131920 2.926912 0.822656 0.2 0.4 -0.7
C -3.707590 -1.009108 3.358646 0.6 -0.7 -1.0
C -2.640560 -0.907478 2.235176 -1.4 -0.9 0.9
O -1.822990 -0.022158 2.202016 1.2 1.7 0.3
N -2.668930 -1.858518 1.310386 -0.7 -1.5 -0.9
C -1.807150 -1.951428 0.145516 0.3 0.5 -0.8
H -3.259420 -1.125948 4.345366 0.2 0.7 -0.1
H -4.242290 -1.951078 3.236686 -0.4 0.2 -0.2
H -4.381140 -0.157718 3.260836 0.0 -0.1 0.4
H -3.517060 -2.392898 1.186986 0.1 0.0 0.6
H -0.778620 -2.248258 0.350726 -0.1 0.3 0.4
H -1.826790 -0.995938 -0.378644 0.4 0.2 0.1
H -2.190430 -2.647158 -0.600924 -0.3 -0.2 0.4
C -3.009330 3.169902 4.417346 -0.5 0.7 -0.2
C -2.275410 3.632302 3.173046 -0.5 0.1 1.2
O -1.362440 2.964102 2.730106 0.6 0.3 -0.9
N -2.732390 4.802422 2.681916 0.6 -0.5 -0.2
C -2.208470 5.574682 1.546426 -1.4 0.2 0.5
H -3.903510 3.783622 4.526446 -0.4 -0.4 0.0
H -2.464690 3.397342 5.333716 0.5 -0.4 -0.2
H -3.243480 2.110002 4.317976 0.1 0.1 0.2
H -3.538980 5.168192 3.167436 0.3 0.2 -0.2
H -2.001350 6.575372 1.925656 0.7 -0.1 -0.2
H -3.075800 5.724262 0.903416 0.2 -0.1 -0.5
H -1.399790 5.096182 0.993996 0.0 -0.1 0.5
C 1.700510 5.504082 0.118976 0.2 -0.9 -0.5
C 1.779880 3.967482 0.264536 -0.5 0.4 0.4
O 1.111510 3.381892 1.119696 -1.0 0.4 0.7
N 2.596710 3.256742 -0.489234 0.9 0.0 -1.1
C 3.195970 3.696512 -1.728324 -0.5 0.3 -0.6
H 1.344660 5.946902 1.049226 0.5 -0.1 0.0
H 0.993560 5.829662 -0.644124 -0.3 -0.4 -0.1
H 2.645030 5.869302 -0.284274 0.1 0.3 0.6
H 2.510110 2.250462 -0.489514 -0.7 -0.4 0.9
H 3.156910 2.841202 -2.402874 0.2 0.2 0.0
H 4.225040 4.046922 -1.648724 -0.1 0.0 0.1
H 2.548110 4.453502 -2.170294 0.3 0.2 -0.2
C 3.855540 -0.474678 3.164986 -0.4 0.0 -0.1
C 3.538790 0.972902 2.826936 1.8 0.4 1.2
O 2.491360 1.391932 2.370646 -0.7 -0.2 -0.3
N 4.560950 1.841012 3.106196 -0.7 -1.0 -0.1
C 4.422380 3.282712 3.096866 0.7 -0.3 -0.5
H 4.741150 -0.630628 3.780986 0.2 0.4 -0.2
H 3.960510 -1.014668 2.223976 -0.1 -0.1 0.1
H 3.041080 -0.901758 3.750106 -0.2 0.1 -0.2
H 5.417520 1.454962 3.476806 -0.3 0.0 0.0
H 4.513840 3.637502 4.123446 -0.3 0.3 -0.2
H 3.498310 3.560052 2.589636 0.0 0.0 0.4
H 5.257410 3.654912 2.503336 0.0 0.4 0.1
C 1.637380 1.049602 -3.843804 -1.2 -1.4 0.0
C 1.280770 -0.490618 -3.831244 1.2 2.1 -0.7
O 1.660030 -1.193418 -4.741414 -0.1 -0.7 -0.5
N 0.650420 -0.883878 -2.735174 0.4 -0.5 1.3
C 0.408040 -2.288948 -2.419284 -1.3 0.4 -0.3
H 1.311060 1.465092 -2.890404 0.8 0.2 0.3
H 1.047270 1.598552 -4.577644 0.1 -0.3 -0.4
H 2.687840 1.070282 -4.133974 0.0 0.5 0.4
H 0.674170 -0.229668 -1.966044 -0.1 0.1 0.5
H -0.681430 -2.321438 -2.429814 -0.2 -0.9 -0.3
H 0.642290 -2.617838 -1.406834 0.7 0.5 -0.1
H 0.839170 -2.959918 -3.162274 -0.1 0.2 0.1
C -2.877670 -0.699118 -3.151354 -1.7 -0.1 0.6
O -3.373190 -1.922478 -2.576544 1.3 0.5 -0.5
C -4.006410 -2.798098 -3.494034 0.2 -0.1 0.7
C -3.875810 -4.238868 -2.990464 -0.5 1.3 -0.1
O -2.560880 -4.647468 -2.803694 1.1 -0.8 -0.3
C -1.712830 -4.849718 -3.966294 -0.6 -0.4 1.0
C -0.660330 -5.951748 -3.749074 0.6 1.4 1.2
O 0.314590 -5.499048 -2.782974 0.8 -0.2 -0.4
C 1.564770 -6.236898 -2.876854 -0.9 0.7 0.0
H -3.700850 -0.206758 -3.669104 -0.2 -0.1 -0.6
H -2.031640 -0.776988 -3.834194 0.2 -0.3 0.3
H -2.752510 -0.014728 -2.312274 0.8 -0.2 0.1
H -3.585440 -2.798718 -4.499464 0.2 0.6 -0.1
H -5.043550 -2.463018 -3.506904 -0.3 -0.4 -0.5
H -4.461070 -4.790028 -3.726524 0.1 -0.8 0.0
H -4.343590 -4.304798 -2.008144 -0.1 -0.2 0.0
H -1.224360 -3.897818 -4.174544 0.1 -0.1 -0.3
H -2.336560 -5.182718 -4.795854 -0.1 0.2 -0.3
H -0.128070 -6.045558 -4.695644 -0.2 -0.5 -0.3
H -1.063560 -6.882478 -3.350004 -0.4 -0.1 -0.5
H 2.354450 -5.707808 -2.343404 -0.4 0.1 0.4
H 1.930090 -6.263738 -3.903464 -0.3 -0.3 -0.3
H 1.417480 -7.236168 -2.467124 0.2 -0.1 -0.1
Br 5.545800 1.562742 -3.054394 -0.4 -0.9 0.7
C 4.578050 0.389172 -1.756824 0.1 -0.6 0.4
C 5.478590 -0.717148 -1.239984 1.1 -0.7 0.1
Br 4.468030 -2.158328 -0.211014 0.6 1.1 -1.0
H 3.726440 -0.108808 -2.220374 0.1 0.5 -0.5
H 4.202490 0.985982 -0.925634 0.2 0.2 -0.2
H 6.325130 -0.452758 -0.606274 -0.6 0.6 0.6
H 6.063830 -1.208128 -2.017494 -0.9 -0.4 -0.4
```
Forces are in eV/Å.